(1)
117
Properties=species:S:1:pos:R:3:lowdin_charge:R:1 method="wB97M-V/def2-TZVPD" total_charge=+1 lumo_ev=-2.5
Br 0.5451 2.0955 5.0655 0.5276
Br -2.3970 -0.2485 3.6917 0.5824
Br -7.7663 -1.4839 -1.0554 0.5597
Br 0.4049 -1.6480 3.0834 0.4819
Br -6.3949 0.1440 -3.4166 0.5846
Br 4.6481 -3.7626 6.3038 0.6042
Br -15.2128 1.9323 1.2872 0.5838
Br 6.3477 -3.6429 -4.4443 0.5633
Br -4.3873 -3.9023 0.6165 0.5723
Br 5.2313 0.6601 -8.1775 0.5802
Br -3.1966 0.7917 -5.1936 0.5462
Br 6.2534 -4.5773 -1.4081 0.5650
Br -10.0815 2.8059 -4.3783 0.5837
Br 2.1172 -5.6074 6.8654 0.5806
Br -13.8191 -0.6965 2.4083 0.5613
Br 0.7607 0.9501 8.0216 0.5662
Br -3.6483 -3.5662 -2.4744 0.6409
Br 7.1593 1.6408 -5.8554 0.6074
Br 1.5336 -8.7254 10.3545 0.5825
Br -7.4446 -3.0104 2.3340 0.5366
Br -1.7038 6.3507 -1.2424 0.6037
Br 2.7389 -9.4574 7.5052 0.5608
Br 8.1696 1.6766 -8.8640 0.6229
Br -1.0449 2.8945 -0.8252 0.6193
Br -5.1108 0.1721 -0.5149 0.5655
Br -0.2762 3.9231 7.5398 0.5903
Br 4.4191 -2.1778 2.4254 0.5725
Br -10.2010 -2.0096 1.1089 0.5374
Br 0.0984 0.6454 -2.7724 0.6096
Br -11.4454 1.1115 -2.0592 0.5744
Br -2.0677 -3.3896 4.0503 0.6001
Br 3.3249 6.3153 3.1521 0.5497
Br 2.8734 6.9124 0.0889 0.7110
Br 3.3787 4.3068 6.0474 0.5415
Br 1.9184 9.0289 2.2741 0.6056
Br -9.9389 -2.4642 4.2565 0.5999
Br 4.6782 1.4921 6.7658 0.5956
Br -2.5643 8.2150 -3.6730 0.6128
Br -4.0663 3.4150 -3.6421 0.5958
Br -2.6752 3.6350 -6.5049 0.5944
Br -1.7662 -2.3388 -0.2485 0.5588
Br -0.2342 6.0877 -4.0513 0.8453
Br 4.7262 -5.3031 2.8899 0.6115
Br 7.1123 -3.6878 1.5895 0.5710
Br 4.2196 2.2924 3.7240 0.5031
Br 1.7784 -2.4546 6.6265 0.5649
Br 0.1354 0.1955 0.3905 0.5187
Br 7.0007 -6.6637 -3.6883 0.6083
Br -14.7884 -0.5733 -0.6268 0.5617
Br -0.2051 -8.2803 7.7335 0.5468
Br -8.8273 2.8237 -1.4544 0.5611
O 2.7281 5.0944 -2.4170 -0.1965
O 2.4433 -3.9290 -1.6496 -0.1709
N 3.9497 1.1557 -3.1608 -0.0655
N 4.2457 0.3742 -4.2887 0.1506
N 3.6755 1.7410 -1.1129 0.2010
C -2.9772 -3.7708 -0.6818 -1.5761
C -1.8820 6.4990 -3.1521 -1.5496
C 3.6113 2.5097 -3.1719 0.0550
C 5.9812 -5.1028 -3.2417 -1.6267
C 1.3887 4.8603 -2.8689 -0.3299
C 1.0307 -3.8078 -1.7690 -0.1079
C -0.1889 2.1352 6.8435 -1.6216
C -6.1172 -0.8471 -1.7976 -1.6145
C 4.3076 -0.6760 -1.4587 -0.0727
C 4.6100 2.9342 5.5063 -1.6106
C -9.0371 -1.9726 2.6376 -1.6297
C -3.8261 2.5977 -5.3696 -1.6174
C 5.6392 -3.6214 2.8201 -1.6280
C 7.0576 0.7897 -7.5872 -1.6338
C 0.2347 1.4846 -1.0417 -1.5963
C 3.4140 -1.7477 -2.1180 -0.1563
C -14.1038 0.4207 0.8711 -1.6670
C 3.1307 4.2567 -1.3705 -0.2670
C 3.9891 0.6932 -1.9058 -0.1862
C 3.0436 -2.7995 -1.0754 -0.2860
C 2.7582 -3.9989 6.0442 -1.6371
C -9.7926 1.8032 -2.7654 -1.6656
C -1.2049 -1.6800 4.1422 -1.6215
C 3.2171 7.6945 1.8161 -1.6173
C 1.1494 -9.3533 8.5815 -1.6460
C 3.4444 2.8795 -1.8785 -0.1814
H 2.4372 4.2510 -0.5187 0.1014
H 0.6753 5.4530 -2.2931 -0.0363
H 3.9474 -3.1034 -0.5364 0.0551
H -8.7165 -0.9461 2.7476 -0.0242
H 5.0028 0.8515 -4.7834 -0.0160
H 4.1788 8.1846 1.7603 -0.0250
H 2.5039 -1.3005 -2.5248 0.0807
H 5.3569 -0.9305 -1.6155 0.1396
H 0.7691 -3.3821 -2.7451 0.0923
H 5.5942 3.3790 5.4703 -0.0253
H -1.2041 1.7698 6.7745 -0.0323
H 3.5112 3.1344 -4.0441 0.1535
H 0.6123 -3.1430 -1.0066 -0.0016
H -0.8928 -1.5290 5.1673 -0.0553
H 1.1258 3.7989 -2.8414 0.0671
H 6.0426 -3.4210 3.8028 -0.0737
H -4.7986 2.5607 -5.8410 -0.0231
H 3.4330 0.3975 -4.9028 0.1115
H 4.1157 -0.6952 -0.3795 0.0963
H 7.4308 -0.2176 -7.4663 -0.0252
H -2.4264 -4.7011 -0.6623 -0.0235
H 0.7550 -10.3556 8.6705 -0.0293
H -9.1720 0.9551 -3.0220 -0.0968
H 1.2139 1.9360 -0.9950 -0.0803
H 4.0788 4.6516 -0.9923 0.1085
H -13.1369 0.8061 0.5771 -0.0679
H 3.9682 -2.2411 -2.9158 0.0847
H 1.3418 5.1754 -3.9109 -0.0689
H 3.6450 1.7108 -0.1016 0.1833
H -5.5220 -1.7100 -2.0478 -0.1242
H 0.5770 -4.7924 -1.6574 0.0932
H -2.6035 5.7565 -3.4633 -0.1079
H 4.9361 -5.3557 -3.3547 -0.0267
H 2.3917 -2.3105 -0.3349 0.1007
H 2.5985 -4.0960 4.9778 -0.0560

---

(2)
68
Properties=species:S:1:pos:R:3:lowdin_charge:R:1 method="wB97M-V/def2-TZVPD" total_charge=+1 lumo_ev="-4.7 / -4.7"
Ce 0.0664 -0.3792 1.2142 1.4064
S -0.1532 1.1688 3.7626 0.5890
O 0.0633 -0.1363 -5.5465 -0.1594
O 0.9176 1.3324 2.6994 -0.3894
O -1.1179 2.2255 3.8530 -0.2321
O 0.3554 0.8206 -0.9526 -0.2851
O -0.7037 -0.2098 3.4873 -0.4314
C 2.0561 0.7663 9.3442 -0.0432
C -0.0473 -0.6854 -6.9064 -0.5556
C 0.4128 2.1265 -1.6231 -0.1006
C 0.1821 1.8294 -3.0965 -0.1322
C 1.6652 -2.0838 0.2572 -0.1571
C -0.1703 0.7164 -7.5512 -0.0612
C 0.6607 1.0052 5.3088 -0.2692
C -0.0772 -0.2409 -1.8468 -0.1954
C -0.5385 0.4692 -3.0948 -0.1395
C -2.8992 0.5543 2.1449 -0.1106
C -2.6261 -1.0012 0.4601 -0.1983
C -2.9112 1.2494 0.9032 -0.0700
C 1.5256 2.1050 7.2696 -0.0149
C 0.3664 -2.7159 0.2716 -0.1519
C 1.2286 -1.4189 -7.2636 -0.0185
C 1.5847 0.8713 7.9251 -0.2611
C 1.0780 2.1785 5.9543 -0.0324
C -2.7558 0.2979 -0.1378 -0.1238
C 0.7749 -0.2448 5.9217 -0.0351
C 1.2361 -0.2917 7.2385 -0.0224
C -0.0476 -2.8513 1.6417 -0.1359
C -1.2901 -1.5462 -7.0560 -0.0152
C 2.0639 -1.8512 1.6193 -0.1355
C -2.7366 -0.8368 1.8732 -0.1690
C -0.0931 1.2094 -6.1134 -0.1584
C 0.9983 -2.3104 2.4785 -0.1454
H -0.3880 2.7484 -1.2073 0.1343
H 2.9069 0.0748 9.4022 0.0915
H 1.2192 -1.7210 -8.3189 0.0984
H -2.1873 -1.0027 -6.7421 0.0909
H -2.7636 -1.6494 2.5983 0.1187
H -1.4279 -1.8545 -8.1004 0.0977
H -0.1989 -3.0581 -0.6002 0.1384
H -1.1352 0.9180 -8.0276 0.1197
H 1.3252 -1.2483 7.7554 0.1248
H -0.2798 -0.1837 -3.9155 0.0822
H 0.6964 1.0180 -8.1495 0.1203
H 1.0401 3.1308 5.4264 0.1263
H -0.9806 -3.2920 1.9969 0.1399
H 0.9917 -2.2903 3.5698 0.1241
H 1.3873 2.5716 -1.4001 0.1358
H -1.6240 0.6109 -3.0908 0.1232
H 1.8387 3.0043 7.7981 0.1218
H 3.0233 -1.4409 1.9583 0.1469
H 0.7896 1.8062 -5.8653 0.1162
H -0.9013 -0.8522 -1.4311 0.0966
H 2.0980 -0.7803 -7.0875 0.0905
H -2.5535 -1.9599 -0.0617 0.1138
H 1.3125 -2.3161 -6.6420 0.0880
H 2.3718 1.7351 9.7236 0.0777
H -1.0101 1.6946 -5.7579 0.1216
H 0.4887 -1.1406 5.3849 0.0968
H -3.0949 1.0239 3.1034 0.1119
H -1.1838 -2.4475 -6.4436 0.0873
H -3.0685 2.3234 0.7893 0.1173
H -2.8135 0.5060 -1.2035 0.1003
H 2.2375 -1.8195 -0.6408 0.1359
H 1.2782 0.3653 10.0070 0.0935
H 0.7749 -0.9220 -2.0427 0.1295
H -0.3920 2.5958 -3.6258 0.1220
H 1.1545 1.7297 -3.5988 0.1205

---

(3)
71
Properties=species:S:1:pos:R:3:lowdin_charge:R:1 method="wB97M-V/def2-TZVPD" total_charge=0 lumo_ev=0.5 smiles="CCN1CCN(c2ccc(S(=O)(=O)N3CCCCC3)cc2NC(=O)COc2ccc(Cl)c(C)c2)CC1"
Cl -5.4137 2.9448 -2.0661 0.6996
S 4.4220 -0.4029 -1.5934 0.6706
O -2.0500 1.2341 2.4204 -0.0521
O 4.1995 0.5715 -2.6224 -0.2767
O 5.2330 -1.5505 -1.8964 -0.2852
O 1.2733 2.0372 1.4194 0.0726
N 4.9988 0.3786 -0.2679 -0.2674
N 0.0429 0.1327 1.1026 0.1659
N -3.6508 -3.1662 0.6908 -0.1777
N -0.9540 -2.2481 0.2472 -0.1115
C -2.7793 1.6945 1.3542 -0.2688
C -2.4895 -3.8557 1.2164 -0.1589
C -5.2055 -4.9592 0.0765 -0.0846
C 4.7979 2.4076 1.0583 -0.1689
C -0.7745 1.7905 2.6396 -0.0887
C 5.3815 1.6459 2.2474 -0.1987
C -1.2286 -3.6700 0.3570 -0.1559
C -2.2478 2.4252 0.2995 0.0290
C 5.2969 1.7873 -0.2475 -0.1873
C 0.3052 1.3425 1.6444 -0.4529
C -4.9331 1.7542 0.2981 -0.0985
C -2.0775 -1.5707 -0.3931 -0.1264
C 2.0600 -0.1797 -0.2338 0.0201
C -4.1328 1.3655 1.3519 -0.0224
C -3.0414 2.8246 -0.7687 -0.2842
C 5.0247 0.1639 2.1442 -0.1707
C 2.8326 -1.0071 -1.0229 -0.2545
C 5.5402 -0.3940 0.8174 -0.1937
C -2.4609 3.6043 -1.9039 -0.0653
C -3.3251 -1.7724 0.4768 -0.1708
C -4.3050 -3.8330 -0.4236 -0.2580
C -4.3882 2.4744 -0.7527 -0.6209
C 0.3258 -1.8701 -0.1974 -0.1656
C 2.3981 -2.2665 -1.3760 -0.0465
C 1.1433 -2.6903 -0.9694 0.0047
C 0.8210 -0.6131 0.2120 -0.1228
H 4.8097 2.2259 -1.1182 0.1139
H -1.3865 -4.1360 -0.6286 0.1169
H -5.9822 1.5045 0.2909 0.1082
H -3.5942 -4.2368 -1.1612 0.1086
H -2.2944 -3.4531 2.2152 0.1254
H -2.9577 4.5699 -1.9890 0.0816
H 3.0401 -2.8942 -1.9723 0.1145
H 5.2290 -1.4286 0.6663 0.1188
H -0.3803 -4.1562 0.8417 0.1311
H -2.7138 -4.9179 1.3121 0.1136
H 3.7091 2.3653 1.1020 0.0883
H -5.8902 -4.5746 0.8269 0.0748
H 6.3829 1.9425 -0.3373 0.1310
H -2.2564 -1.9882 -1.3976 0.1336
H -1.3964 3.7658 -1.7604 0.0810
H 6.4689 1.7552 2.2535 0.1119
H -4.1775 -1.2632 0.0246 0.1158
H -3.1436 -1.3282 1.4609 0.1138
H -4.6243 -5.7628 0.5207 0.0604
H -1.2030 2.6947 0.2847 0.1161
H 3.9399 0.0499 2.1834 0.1086
H 5.0985 3.4555 1.0954 0.1139
H -0.4765 1.4498 3.6368 0.1451
H 6.6393 -0.3577 0.8005 0.1327
H 5.4634 -0.3950 2.9722 0.1116
H 2.4336 0.7897 0.0439 0.0979
H 4.9944 2.0593 3.1803 0.1092
H -5.7795 -5.3689 -0.7505 0.0698
H 0.7939 -3.6655 -1.2694 0.1095
H -1.8653 -0.5068 -0.5091 0.1167
H -2.6150 3.0739 -2.8427 0.0794
H -0.7802 -0.3568 1.4392 0.1350
H -4.5385 0.8094 2.1808 0.1235
H -0.8066 2.8864 2.6456 0.1441
H -4.9251 -3.0925 -0.9340 0.1165